# 1
Formula: C3H7NOS2
Source: the Open Molecules 2025 dataset
Level of theory: wB97M-V/def2-TZVPD

Each line ends with the Mulliken charge.
Atoms and positions in Å:
C (0.21, 0.53, 0.94)  -0.526
C (-1.06, 0.97, 0.38)  -0.715
C (-0.70, -1.15, -1.19)  -0.711
N (0.98, 0.02, -0.11)  -0.286
O (-1.85, -1.39, 1.15)  -0.607
S (2.09, -1.22, 0.33)  -0.094
S (-1.93, -0.57, -0.06)  0.407
H (0.63, 1.31, 1.55)  0.406
H (0.11, -0.24, 1.67)  0.459
H (-1.56, 1.62, 1.11)  0.377
H (-0.99, 1.40, -0.69)  0.321
H (-1.02, -0.72, -2.18)  0.303
H (-0.23, -2.06, -0.99)  0.467
H (2.48, -1.26, -1.06)  0.200

Gap between HOMO and LUMO (alpha / beta), eV: 8.0 / 7.6
Spin multiplicity: 3
Energy above the lowest of the compared OMol25 structures with the same formula, charge and spin, kcal/mol: 31.5
Lowest unoccupied orbital energy (alpha / beta), eV: 0.61 / -1.51


# 2
Formula: C3H7NOSi
Source: the Open Molecules 2025 dataset
Level of theory: wB97M-V/def2-TZVPD

Each line ends with the Mulliken charge.
Atoms and positions in Å:
C (-2.90, -0.28, 0.09)  -0.795
C (-1.86, 0.59, -0.01)  0.086
C (-0.57, 0.18, 0.00)  -0.062
N (0.30, 1.07, 0.28)  -0.223
O (1.64, 0.77, 0.08)  -0.080
Si (2.92, -0.25, 0.04)  0.230
H (-3.94, 0.00, 0.18)  0.254
H (-2.84, -1.36, 0.09)  0.237
H (-1.99, 1.68, 0.03)  0.311
H (-0.27, -0.85, -0.23)  0.310
H (2.52, -1.04, -1.29)  -0.096
H (2.93, -1.17, 1.06)  -0.101
H (4.06, 0.68, -0.31)  -0.073

Gap between HOMO and LUMO, eV: 9.5
Energy above the lowest of the compared OMol25 structures with the same formula, charge and spin, kcal/mol: 76.8
Lowest unoccupied orbital energy, eV: 0.45


# 3
Formula: C3H7NS
Source: the Open Molecules 2025 dataset
Level of theory: wB97M-V/def2-TZVPD

Each line ends with the Mulliken charge.
Atoms and positions in Å:
N (0.11, 1.00, -1.08)  -0.548
C (-0.39, 0.38, 0.06)  0.101
C (0.92, 0.08, 0.94)  -0.562
S (0.72, -1.76, 0.76)  -0.169
C (-0.89, -1.05, -0.08)  -0.916
H (0.65, 0.33, -1.66)  0.171
H (-0.28, 1.73, -1.61)  0.166
H (-0.96, 1.19, 0.47)  0.472
H (1.91, 0.52, 0.67)  0.330
H (0.88, 0.24, 2.07)  0.251
H (-0.96, -1.40, -1.08)  0.400
H (-1.72, -1.26, 0.54)  0.303

Gap between HOMO and LUMO, eV: 9.5
Energy above the lowest of the compared OMol25 structures with the same formula, charge and spin, kcal/mol: 31.2
Lowest unoccupied orbital energy, eV: 1.00


# 4
Formula: C3H7NS
Source: the Open Molecules 2025 dataset
Level of theory: wB97M-V/def2-TZVPD

Each line ends with the Mulliken charge.
Atoms and positions in Å:
C (1.25, -0.98, 0.29)  -1.236
C (0.54, 0.21, -0.29)  -0.378
C (-0.93, 0.04, -0.07)  0.209
N (-1.44, 1.19, 0.35)  -0.507
S (-1.78, -1.37, -0.02)  -0.300
H (1.06, -1.03, 1.37)  0.319
H (0.74, -1.89, -0.22)  0.277
H (2.29, -1.03, 0.02)  0.383
H (0.75, 1.10, 0.09)  0.334
H (0.87, 0.33, -1.32)  0.289
H (-0.86, 2.03, -0.22)  0.298
H (-2.49, 1.40, 0.02)  0.315

Gap between HOMO and LUMO, eV: 8.8
Energy above the lowest of the compared OMol25 structures with the same formula, charge and spin, kcal/mol: 25.3
Lowest unoccupied orbital energy, eV: 0.36


# 5
Formula: C3H7NS
Source: the Open Molecules 2025 dataset
Level of theory: wB97M-V/def2-TZVPD

Each line ends with the Mulliken charge.
Atoms and positions in Å:
S (0.10, -0.09, 2.17)  -0.248
C (0.82, -0.82, 0.62)  -0.639
C (0.44, -0.02, -0.65)  0.049
C (-0.93, 0.47, -1.02)  -0.333
N (0.10, 1.42, -0.70)  -0.534
H (-1.30, -0.22, 1.86)  0.121
H (1.89, -0.81, 0.89)  0.339
H (0.55, -1.91, 0.48)  0.287
H (1.14, -0.41, -1.38)  0.323
H (-1.32, 0.48, -2.10)  0.231
H (-1.72, 0.11, -0.33)  0.130
H (0.23, 1.79, 0.16)  0.275

Gap between HOMO and LUMO, eV: 10.2
Energy above the lowest of the compared OMol25 structures with the same formula, charge and spin, kcal/mol: 40.4
Lowest unoccupied orbital energy, eV: 0.82


# 6
Formula: C3H7NS
Source: the Open Molecules 2025 dataset
Level of theory: wB97M-V/def2-TZVPD

Each line ends with the Mulliken charge.
Atoms and positions in Å:
C (-0.07, 1.45, -0.02)  -0.749
C (-1.02, -0.99, -0.06)  -0.617
C (1.45, -0.60, 0.11)  -0.097
H (-1.34, 1.64, -0.41)  0.236
H (0.10, 1.80, 1.20)  0.232
H (0.57, 2.05, -0.66)  0.299
H (-1.28, -1.19, 1.16)  0.243
H (-2.33, -0.59, -0.44)  0.252
H (-0.47, -1.77, -0.45)  0.275
H (1.29, -1.73, -0.23)  0.106
N (0.11, -0.01, -0.16)  0.051
S (2.99, -0.05, -0.05)  -0.231

Gap between HOMO and LUMO, eV: 8.6
Energy above the lowest of the compared OMol25 structures with the same formula, charge and spin, kcal/mol: 101.6
Lowest unoccupied orbital energy, eV: -0.05